P | 6
Properties=species:S:1:pos:R:3:mulliken_charge:R:1 method="wB97M-V/def2-TZVPD" homo_energy_ev=-9.45 orbital_gap_ev=9.08 lumo_ev=-0.38
O 1.483 -0.183 -1.730 -0.29
C 1.001 -0.339 -0.692 0.84
C 0.471 -0.568 0.516 -0.61
C -0.670 0.149 0.627 -0.37
H -0.998 0.799 -0.185 0.17
H -1.328 0.136 1.493 0.25


Q | 6
Properties=species:S:1:pos:R:3:mulliken_charge:R:1 method="wB97M-V/def2-TZVPD" homo_energy_ev=-10.47 orbital_gap_ev=10.56 lumo_ev=0.09
O -0.303 -1.710 0.022 -0.42
C 0.481 -0.811 0.156 0.20
C 0.446 0.432 -0.661 -0.32
C -0.469 1.191 -0.399 -0.13
H 1.214 -0.767 0.976 0.32
H -1.369 1.666 -0.093 0.37


Name the most stable of them. P.


P | 14
Properties=species:S:1:pos:R:3:mulliken_charge:R:1 method="wB97M-V/def2-TZVPD" homo_energy_ev=-9.19 orbital_gap_ev=10.12 lumo_ev=0.92
C -1.291 -0.622 -0.096 0.35
C -0.563 0.129 1.048 -0.23
C -0.544 0.517 -0.993 -0.20
C 0.917 0.118 -0.697 -0.54
C 1.041 -0.107 0.735 -0.05
H -0.990 -0.022 1.981 0.53
H -1.806 1.885 0.137 0.30
H -0.797 0.678 -2.055 0.47
H 1.589 0.580 -1.303 0.48
H 2.260 -1.699 -0.284 0.28
H 1.776 0.006 1.632 0.35
N -0.813 1.438 0.162 -0.60
N 1.199 -1.286 -0.162 -0.58
O -1.977 -1.616 -0.104 -0.56


Q | 14
Properties=species:S:1:pos:R:3:mulliken_charge:R:1 method="wB97M-V/def2-TZVPD" homo_energy_ev=-8.88 orbital_gap_ev=9.31 lumo_ev=0.43
C -0.636 -0.585 -0.131 0.56
C -1.934 -0.912 -0.146 -1.21
C 1.300 0.913 -0.198 0.57
C 2.081 -0.259 -0.176 -0.37
C 2.767 -1.175 0.196 -0.07
H -0.945 1.954 1.140 0.26
H -1.903 1.253 -0.079 0.25
H 0.088 -1.431 -0.314 0.12
H -2.295 -1.847 -0.464 0.26
H -2.739 -0.215 -0.017 0.30
H 3.472 -2.011 0.339 0.39
N -0.986 1.678 0.117 -0.83
N -0.024 0.613 -0.007 0.31
O 1.754 2.025 -0.261 -0.52


Name the most stable of them. Q.


P | 14
Properties=species:S:1:pos:R:3:mulliken_charge:R:1 method="wB97M-V/def2-TZVPD" homo_energy_ev=-9.33 orbital_gap_ev=9.73 lumo_ev=0.39
C 1.540 -1.539 -1.592 -1.09
C 0.466 -0.732 -0.844 0.82
C 0.824 0.089 0.213 -0.81
C -0.133 0.532 1.178 0.63
C -1.375 0.424 -0.570 0.08
H 1.324 -1.684 -2.771 0.31
H 2.598 -1.225 -1.479 0.34
H 1.297 -2.859 -1.434 0.24
H 1.743 -0.165 0.577 0.35
H 0.831 1.029 2.928 0.37
H -2.088 1.120 -1.172 0.27
N -1.291 0.743 0.635 -0.48
N -0.668 -0.287 -1.480 -0.55
O 0.009 0.993 2.369 -0.49


Q | 14
Properties=species:S:1:pos:R:3:mulliken_charge:R:1 method="wB97M-V/def2-TZVPD" homo_energy_ev=-8.21 orbital_gap_ev=8.91 lumo_ev=0.70
C -3.266 0.025 -0.432 -0.69
C -2.102 0.107 0.463 0.14
C 0.281 -0.053 0.147 0.49
C 0.785 1.182 0.080 -0.29
C 2.316 -0.659 -0.072 -0.14
H -4.305 0.604 -0.408 0.22
H -3.204 -0.608 -1.409 0.20
H -2.133 0.599 1.519 0.31
H 0.409 2.437 0.468 0.27
H 3.035 1.393 -0.208 0.28
H 3.286 -1.179 -0.475 0.28
N 2.190 0.730 -0.352 -0.20
N 1.113 -1.164 0.268 -0.52
O -1.036 -0.479 -0.003 -0.36


Name the most stable of them. P.


P | 14
Properties=species:S:1:pos:R:3:mulliken_charge:R:1 method="wB97M-V/def2-TZVPD" homo_energy_ev=-8.75 orbital_gap_ev=9.66 lumo_ev=0.91
C 2.365 -0.349 -0.069 -0.81
C 0.286 0.917 -0.032 -0.42
C -0.982 0.516 -0.264 -0.17
C -2.549 0.358 0.020 -0.20
C -1.001 -0.906 -0.127 0.60
H 2.754 -0.336 -1.177 0.28
H 2.712 0.676 0.221 0.28
H 2.970 -1.001 0.563 0.31
H 0.817 1.767 0.187 0.44
H -2.828 0.501 1.156 0.19
H -3.401 0.676 -0.635 0.25
N 0.963 -0.278 0.199 0.50
N 0.200 -1.480 -0.035 -0.86
O -2.307 -1.064 -0.006 -0.39


Q | 14
Properties=species:S:1:pos:R:3:mulliken_charge:R:1 method="wB97M-V/def2-TZVPD" homo_energy_ev=-10.28 orbital_gap_ev=10.52 lumo_ev=0.24
C 0.384 -1.449 -0.127 -1.09
C 0.699 0.011 -0.179 0.44
C 1.382 0.556 -1.224 -0.83
C -1.118 0.916 1.129 0.51
C -1.971 0.619 -0.059 0.23
H 0.849 -2.042 -0.846 0.43
H 0.797 -1.967 0.751 0.31
H -0.713 -1.709 -0.098 0.27
H 1.476 1.630 -1.287 0.32
H 1.789 -0.186 -1.977 0.23
H 0.735 1.008 1.744 0.27
N 0.235 0.786 0.886 -0.13
N -2.836 0.468 -0.821 -0.40
O -1.711 1.359 2.108 -0.55


R | 14
Properties=species:S:1:pos:R:3:mulliken_charge:R:1 method="wB97M-V/def2-TZVPD" homo_energy_ev=-7.74 orbital_gap_ev=8.24 lumo_ev=0.50
C 0.028 0.442 1.188 0.34
C 1.573 -0.339 -0.261 -0.63
C 0.389 -0.239 -0.949 -0.05
C -0.706 -0.397 -2.172 -0.52
C -1.662 -0.147 -0.992 -0.30
H 2.179 0.704 1.529 0.34
H 2.585 -0.478 -0.454 0.48
H -0.708 0.402 -2.884 0.30
H -0.650 -1.423 -2.541 0.27
H -2.235 -1.152 -0.812 0.26
H -2.027 0.719 -1.582 0.27
N 1.309 -0.240 1.031 -0.40
N -0.529 0.056 -0.019 0.28
O -0.291 0.824 2.348 -0.65


S | 14
Properties=species:S:1:pos:R:3:mulliken_charge:R:1 method="wB97M-V/def2-TZVPD" homo_energy_ev=-7.59 orbital_gap_ev=8.67 lumo_ev=1.09
C -1.761 0.870 -0.374 -0.57
C -1.310 2.042 0.105 -0.44
C -0.703 -0.099 -0.213 0.75
C 0.316 0.690 0.151 -0.15
C 2.180 0.593 0.408 -0.03
N 2.836 0.369 -0.603 -0.46
N -0.717 -1.450 -0.391 -0.48
O -0.004 2.018 0.337 -0.36
H -2.782 0.753 -0.623 0.36
H -1.810 2.957 0.182 0.48
H 2.177 1.012 1.425 0.29
H 3.822 0.552 -0.733 0.24
H -1.603 -1.737 -0.456 0.17
H 0.084 -2.000 -0.369 0.17


Name the most stable of them. Q.


P | 14
Properties=species:S:1:pos:R:3:mulliken_charge:R:1 method="wB97M-V/def2-TZVPD" homo_energy_ev=-10.19 orbital_gap_ev=10.65 lumo_ev=0.47
C -1.397 0.391 -2.390 0.24
C 1.071 -0.104 1.413 0.70
C -0.641 -0.343 -0.256 -0.32
C -1.621 -0.632 -1.428 -0.33
C 0.327 0.488 0.267 -0.52
N -1.124 1.239 -3.076 -0.38
N 2.043 0.653 1.911 -0.40
O 0.755 -1.165 1.968 -0.67
H -2.594 -0.672 -1.036 0.28
H -0.835 -1.277 0.378 0.22
H -1.375 -1.622 -1.905 0.24
H 0.584 1.399 -0.056 0.45
H 2.388 1.577 1.606 0.22
H 2.419 0.070 2.604 0.27


Q | 14
Properties=species:S:1:pos:R:3:mulliken_charge:R:1 method="wB97M-V/def2-TZVPD" homo_energy_ev=-7.86 orbital_gap_ev=8.65 lumo_ev=0.79
C -1.138 -0.221 -0.249 0.21
C -0.351 1.678 0.062 -1.00
C 0.658 0.787 -0.069 0.66
C 2.099 0.172 -0.110 -0.40
C 0.123 -0.499 -0.163 0.24
H -2.787 -0.427 0.756 0.28
H -2.508 -2.085 0.251 0.29
H -0.549 2.709 -0.063 0.35
H 2.742 0.241 0.726 0.32
H 2.491 0.712 -1.114 0.21
H 1.592 -1.851 0.653 0.29
N -2.358 -0.907 -0.195 -0.72
N 1.406 -1.238 -0.237 -0.54
O -1.420 0.930 -0.247 -0.21


R | 14
Properties=species:S:1:pos:R:3:mulliken_charge:R:1 method="wB97M-V/def2-TZVPD" homo_energy_ev=-10.19 orbital_gap_ev=9.08 lumo_ev=-1.11
C 0.978 1.899 0.002 -0.97
C 0.121 0.649 -0.095 0.83
C -1.107 0.276 0.148 -0.54
C -1.300 -1.161 -0.203 0.52
C 0.750 -0.609 -0.516 -0.06
H 2.711 0.977 0.820 0.26
H 1.769 1.499 1.982 0.27
H 1.657 2.069 -0.849 0.34
H 0.397 2.776 0.074 0.39
H -2.130 0.709 0.280 0.32
H 1.910 -0.555 -0.500 0.26
N 2.117 1.805 0.996 -0.63
N 0.056 -1.699 -0.512 -0.56
O -2.272 -1.817 -0.152 -0.42


S | 14
Properties=species:S:1:pos:R:3:mulliken_charge:R:1 method="wB97M-V/def2-TZVPD" homo_energy_ev=-9.29 orbital_gap_ev=10.13 lumo_ev=0.83
C 1.281 -0.198 -0.008 0.38
C 1.076 1.321 -0.127 -0.56
C -0.306 0.978 0.481 0.10
C -1.573 0.808 -0.370 -0.72
C -1.812 -0.705 -0.300 -0.05
H 1.064 1.682 -1.148 0.24
H 1.739 1.998 0.414 0.26
H -0.518 1.483 1.434 0.35
H -1.382 1.196 -1.393 0.25
H -2.385 1.438 0.031 0.35
H -2.670 -1.169 -0.751 0.43
N -0.841 -1.373 0.224 -0.65
N 0.075 -0.442 0.689 0.19
O 2.191 -0.893 -0.379 -0.55


Name the most stable of them. P.


P | 21
Properties=species:S:1:pos:R:3:mulliken_charge:R:1 method="wB97M-V/def2-TZVPD" homo_energy_ev=-9.23 orbital_gap_ev=10.31 lumo_ev=1.08
C 1.804 -1.206 -0.301 -1.25
C 1.372 0.214 -0.552 1.14
C 0.570 0.441 -1.805 -1.18
C 1.700 1.210 0.272 -1.15
C -1.485 -0.500 1.109 0.24
C -2.098 -1.177 0.141 -0.92
C -1.680 0.959 1.393 -0.95
H 2.312 -1.311 0.663 0.33
H 0.938 -1.880 -0.313 0.22
H 2.488 -1.547 -1.088 0.37
H 1.182 0.252 -2.697 0.36
H -0.282 -0.248 -1.844 0.24
H 0.188 1.465 -1.861 0.31
H -0.717 1.480 1.396 0.17
H 2.287 1.037 1.172 0.27
H 1.397 2.236 0.073 0.35
H -0.789 -1.028 1.762 0.29
H -2.798 -0.689 -0.535 0.27
H -1.929 -2.240 -0.007 0.29
H -2.137 1.105 2.379 0.34
H -2.324 1.429 0.642 0.28


Q | 21
Properties=species:S:1:pos:R:3:mulliken_charge:R:1 method="wB97M-V/def2-TZVPD" homo_energy_ev=-10.38 orbital_gap_ev=11.12 lumo_ev=0.74
C 5.206 1.333 -3.037 -0.29
C 5.996 1.947 -3.717 -0.25
C -1.229 -0.348 0.723 1.72
C -0.114 0.202 -0.016 -1.38
C -2.086 -1.402 -0.165 -1.39
C -2.333 0.693 1.291 -1.24
C -0.914 -1.066 2.069 -2.17
H 4.361 0.527 -2.752 0.25
H 6.967 2.369 -4.146 0.29
H 0.447 -0.488 -0.723 0.32
H -0.732 1.098 -0.721 0.26
H 0.756 0.854 0.498 0.27
H -2.962 -1.628 0.220 0.52
H -1.950 -1.118 -1.423 0.25
H -1.488 -2.455 -0.035 0.28
H -2.787 0.258 2.331 0.27
H -3.076 1.097 0.488 0.32
H -1.751 1.622 1.751 0.32
H -0.427 -0.437 2.702 0.61
H -1.734 -1.313 2.654 0.51
H -0.151 -1.746 2.007 0.53


R | 21
Properties=species:S:1:pos:R:3:mulliken_charge:R:1 method="wB97M-V/def2-TZVPD" homo_energy_ev=-9.85 orbital_gap_ev=10.85 lumo_ev=1.00
C -0.532 1.764 0.563 -1.52
C -0.466 0.270 0.081 1.64
C -1.352 -0.176 -1.138 -1.52
C -1.333 -0.606 1.069 -1.80
C 1.021 -0.178 0.276 -0.41
C 2.234 0.091 -0.593 -0.53
C 1.656 -1.291 -0.497 -0.58
H -0.366 1.781 1.654 0.33
H 0.193 2.493 0.154 0.32
H -1.529 2.170 0.381 0.44
H -2.355 -0.620 -0.905 0.32
H -1.584 0.686 -1.726 0.44
H -0.892 -0.973 -1.714 0.31
H -0.879 -0.415 2.017 0.50
H -2.414 -0.348 1.116 0.42
H -1.315 -1.696 0.849 0.35
H 1.275 -0.170 1.346 0.38
H 2.101 0.638 -1.520 0.25
H 3.196 0.269 -0.105 0.24
H 2.204 -2.057 0.041 0.24
H 1.110 -1.651 -1.363 0.18


S | 21
Properties=species:S:1:pos:R:3:mulliken_charge:R:1 method="wB97M-V/def2-TZVPD" homo_energy_ev=-10.16 orbital_gap_ev=11.10 lumo_ev=0.94
C -2.524 0.645 -0.093 -0.13
C -2.951 -0.457 -0.034 -0.45
C 0.565 0.074 -0.005 1.85
C -0.110 1.410 0.292 -1.98
C 0.037 -0.835 -1.028 -1.16
C 0.459 -0.773 1.273 -1.28
C 2.087 0.232 -0.362 -1.41
H -2.315 1.705 -0.371 0.35
H -3.218 -1.542 0.032 0.36
H 0.209 1.896 -0.627 0.56
H -1.101 1.411 0.435 0.22
H 0.479 2.047 0.915 0.43
H 0.540 -1.871 -0.700 0.27
H -0.945 -1.025 -1.128 0.37
H 0.431 -0.627 -2.183 0.17
H 1.062 -1.725 1.092 0.34
H -0.609 -1.146 1.470 0.25
H 0.619 -0.466 2.431 0.27
H 2.682 1.055 0.186 0.31
H 2.652 -0.666 -0.121 0.31
H 1.950 0.658 -1.475 0.36


Name the most stable of them. P.